[1]
Formula: C15H17AuN5OS2
Source: OMol25
Level of theory: the ωB97M-V functional and the def2-TZVPD basis

Values from the calculation:
HOMO energy (alpha / beta) = -0.1821 / -0.2556 Eh
lowest unoccupied orbital energy (alpha / beta) = -0.375 / -2.988 eV
total energy = -1862.65920 Eh
orbital gap (alpha / beta) = 0.1683 / 0.1458 hartree

Structure (ORCA input):
```
! RIJCOSX wB97M-V def2-TZVPD def2/J DEFGRID3
* xyz 0 4
Au 11.736 5.194 10.561
C 15.875 3.967 14.567
C 15.151 5.332 14.690
N 13.759 5.103 14.409
C 13.316 4.754 13.167
S 11.625 4.731 12.838
N 14.275 4.584 12.190
N 13.752 4.601 10.946
C 14.559 4.713 9.892
C 16.001 4.603 10.098
C 13.920 4.937 8.631
C 14.514 4.987 7.341
C 13.723 5.148 6.250
C 12.413 5.668 6.408
C 11.859 5.574 7.641
N 12.600 5.263 8.696
H 15.363 3.151 15.128
H 16.899 3.912 14.884
H 15.971 3.555 13.533
H 15.560 6.100 13.999
H 15.204 5.564 15.764
H 13.074 5.467 15.093
H 16.242 4.397 11.140
H 16.580 5.449 9.802
H 16.364 3.688 9.533
H 15.561 4.889 7.137
H 14.218 4.944 5.307
H 11.846 6.063 5.551
H 10.761 5.679 7.818
O 9.316 4.050 8.456
N 8.200 4.146 9.100
C 7.040 3.572 8.583
C 5.827 3.755 9.208
C 5.780 4.392 10.446
C 6.917 4.964 10.944
C 8.150 4.892 10.281
S 9.433 5.778 10.865
H 7.081 3.052 7.610
H 4.922 3.200 8.756
H 4.821 4.491 11.000
H 6.944 5.479 11.896
*
```

=====

[2]
Formula: C15H17BFeO9
Source: OMol25
Level of theory: the ωB97M-V functional and the def2-TZVPD basis

Values from the calculation:
HOMO energy (alpha / beta) = -0.5973 / -0.5737 Eh
lowest unoccupied orbital energy (alpha / beta) = -8.556 / -11.696 eV
total energy = -2546.77518 Eh
orbital gap (alpha / beta) = 0.2828 / 0.1439 hartree

Structure (ORCA input):
```
! RIJCOSX wB97M-V def2-TZVPD def2/J DEFGRID3
* xyz 2 5
O 0.549 -2.556 1.261
C -0.273 -2.611 0.441
Fe -1.258 -2.941 -0.996
C -0.784 -4.638 -1.004
O -0.431 -5.718 -0.752
C -2.776 -3.166 -0.062
O -3.478 -3.366 0.840
C -0.818 -0.275 -1.440
C 0.448 -0.852 -1.933
C 0.197 -2.320 -2.263
C -0.932 -2.571 -3.098
C -2.123 -1.983 -2.668
C -2.001 -0.981 -1.634
H -0.863 0.735 -1.019
H 0.851 -0.305 -2.815
H 1.224 -0.744 -1.161
H 1.087 -2.963 -2.305
H -0.892 -3.306 -3.906
H -3.099 -2.243 -3.088
H -2.919 -0.589 -1.175
C -1.323 0.697 4.057
C -0.804 0.440 2.659
O 0.394 1.007 2.482
B 0.883 1.328 1.139
H 0.298 0.527 0.212
O 0.811 2.784 0.879
C -0.331 3.292 0.420
C -0.279 4.793 0.265
O -1.341 2.634 0.177
O 2.316 0.991 1.156
C 2.953 1.225 0.001
C 4.455 1.146 0.141
O 2.396 1.499 -1.057
O -1.406 -0.213 1.813
H -1.381 1.776 4.217
H -2.304 0.250 4.204
H -0.619 0.278 4.781
H 0.741 5.169 0.154
H -0.891 5.094 -0.583
H -0.744 5.237 1.151
H 4.735 0.400 0.890
H 4.903 0.906 -0.823
H 4.828 2.132 0.441
*
```